The following is a DFT calculation (ωB97M-V/def2-TZVPD) of a cluster of 6 separate species, C24H49IN3O6S in total in a non-equilibrium geometry.

Bonds (Å) are listed after each position.
CARTESIAN COORDINATES (ANGSTROEM)
1 C 1.80 -6.18 1.65  C2 1.672, H16 1.181, H17 1.171, H18 1.175
2 C 0.59 -6.59 0.58  C1 1.672, C3 1.640, H19 1.189, H20 1.176
3 C -0.69 -5.56 0.62  C2 1.640, O4 1.477, H21 1.188, H22 1.171
4 O -0.29 -4.19 0.21  C3 1.477, C5 1.494
5 C -0.68 -3.21 1.27  O4 1.494, N6 1.540, C11 1.668, H23 1.180
6 N -2.05 -2.76 0.74  C5 1.540, C7 1.514, H24 1.046
7 C -2.11 -1.32 1.21  N6 1.514, N8 1.373, N10 1.529
8 N -3.12 -0.74 1.92  C7 1.373, S9 1.774, H25 1.044
9 S -4.51 -1.78 2.30  N8 1.774, H26 1.418
10 N -0.76 -0.78 0.74  C7 1.529, C11 1.528, H27 1.058
11 C 0.20 -1.80 1.36  C5 1.668, N10 1.528, C12 1.639, H28 1.175
12 C 1.56 -2.21 0.55  C11 1.639, C13 1.671, H29 1.194, H30 1.170
13 C 2.81 -1.11 0.75  C12 1.671, C14 1.659, I15 2.201, H31 1.185
14 C 3.70 -1.50 2.09  C13 1.659, H32 1.190, H33 1.178, H34 1.189
15 I 4.12 -1.39 -0.99  C13 2.201
16 H 2.81 -6.14 1.04  C1 1.181
17 H 1.62 -5.12 2.12  C1 1.171
18 H 1.90 -6.96 2.53  C1 1.175
19 H 0.27 -7.69 0.88  C2 1.189
20 H 1.09 -6.58 -0.49  C2 1.176
21 H -1.57 -5.92 -0.10  C3 1.188
22 H -1.11 -5.57 1.71  C3 1.171
23 H -0.61 -3.57 2.40  C5 1.180
24 H -2.00 -2.93 -0.29  N6 1.046
25 H -3.04 0.27 2.20  N8 1.044
26 H -4.06 -3.12 2.42  S9 1.418
27 H -0.72 -0.73 -0.32  N10 1.058
28 H 0.34 -1.39 2.45  C11 1.175
29 H 1.99 -3.22 1.03  C12 1.194
30 H 1.32 -2.31 -0.59  C12 1.170
31 H 2.38 -0.01 0.86  C13 1.185
32 H 4.83 -1.20 1.86  C14 1.190
33 H 3.68 -2.66 2.31  C14 1.178
34 H 3.29 -0.95 3.07  C14 1.189
35 C -0.44 0.10 -4.60  C36 1.505, H39 1.095, H40 1.093, H41 1.093
36 C 0.10 -0.22 -3.24  C35 1.505, O37 1.230, C38 1.505
37 O -0.48 -1.01 -2.49  C36 1.230
38 C 1.39 0.45 -2.83  C36 1.505, H42 1.093, H43 1.093, H44 1.095
39 H -1.37 -0.46 -4.77  C35 1.095
40 H -0.66 1.17 -4.67  C35 1.093
41 H 0.28 -0.19 -5.37  C35 1.093
42 H 1.25 1.53 -2.82  C38 1.093
43 H 2.19 0.17 -3.51  C38 1.093
44 H 1.66 0.12 -1.82  C38 1.095
45 C -6.10 1.29 5.64  C46 1.505, H49 1.095, H50 1.093, H51 1.093
46 C -4.81 0.90 6.30  C45 1.505, O47 1.230, C48 1.505
47 O -4.40 1.48 7.30  C46 1.230
48 C -4.02 -0.22 5.68  C46 1.505, H52 1.093, H53 1.093, H54 1.095
49 H -6.56 2.12 6.20  C45 1.095
50 H -5.92 1.62 4.61  C45 1.093
51 H -6.79 0.44 5.65  C45 1.093
52 H -3.75 0.04 4.65  C48 1.093
53 H -4.62 -1.14 5.69  C48 1.093
54 H -3.11 -0.39 6.26  C48 1.095
55 C 3.79 3.22 1.56  C56 1.505, H59 1.095, H60 1.093, H61 1.093
56 C 3.94 2.60 0.19  C55 1.505, O57 1.230, C58 1.505
57 O 3.00 2.04 -0.36  C56 1.230
58 C 5.28 2.71 -0.47  C56 1.505, H62 1.093, H63 1.093, H64 1.095
59 H 2.76 3.07 1.92  C55 1.095
60 H 4.48 2.74 2.26  C55 1.093
61 H 3.98 4.29 1.51  C55 1.093
62 H 6.04 2.21 0.14  C58 1.093
63 H 5.55 3.76 -0.62  C58 1.093
64 H 5.24 2.22 -1.45  C58 1.095
65 C 3.51 4.31 -3.53  C66 1.505, H69 1.095, H70 1.093, H71 1.093
66 C 4.11 5.61 -3.07  C65 1.505, O67 1.230, C68 1.505
67 O 5.33 5.75 -2.97  C66 1.230
68 C 3.17 6.73 -2.74  C66 1.505, H72 1.093, H73 1.093, H74 1.095
69 H 4.31 3.59 -3.74  C65 1.095
70 H 2.87 3.90 -2.75  C65 1.093
71 H 2.94 4.47 -4.45  C65 1.093
72 H 2.51 6.43 -1.92  C68 1.093
73 H 2.58 7.00 -3.62  C68 1.093
74 H 3.74 7.61 -2.42  C68 1.095
75 C -3.88 0.99 -2.57  C76 1.505, H79 1.095, H80 1.093, H81 1.093
76 C -4.22 1.33 -4.00  C75 1.505, O77 1.230, C78 1.505
77 O -3.47 1.03 -4.92  C76 1.230
78 C -5.51 2.06 -4.25  C76 1.505, H82 1.093, H83 1.093, H84 1.095
79 H -2.92 0.47 -2.53  C75 1.095
80 H -3.80 1.91 -1.98  C75 1.093
81 H -4.66 0.34 -2.15  C75 1.093
82 H -5.50 3.03 -3.73  C78 1.093
83 H -6.35 1.46 -3.91  C78 1.093
84 H -5.62 2.24 -5.33  C78 1.095

* HOMO: -11.2 eV
* total charge: +1

These are the Löwdin partial charges, in e, on atoms 1 to 5: atom 1 (C): -0.125, atom 2 (C): -0.194, atom 3 (C): -0.199, atom 4 (O): -0.174, atom 5 (C): -0.247